# C81H171N9O9

A 9-piece molecular cluster, C81H171N9O9 overall (the ωB97M-V functional and the def2-TZVPD basis, the Open Molecules 2025 dataset).

Last column: Mulliken spin population.
CARTESIAN COORDINATES (ANGSTROEM)
1 C -1.416 -2.288 -4.065  0.99
2 C -0.238 -2.498 -4.972  -1.11
3 C 1.076 -2.388 -4.138  0.21
4 C 2.355 -3.026 -4.607  0.03
5 C 2.004 -4.450 -4.916  0.06
6 C 0.922 -4.644 -5.975  -0.53
7 N -0.298 -3.855 -5.595  0.40
8 O -1.403 -4.161 -6.334  -0.01
9 C 1.508 -4.329 -7.414  0.10
10 C 0.465 -6.108 -5.897  0.22
11 C -0.241 -1.409 -6.096  0.10
12 H -1.516 -3.177 -3.442  -0.23
13 H -2.280 -2.359 -4.726  0.08
14 H -1.483 -1.340 -3.530  -0.03
15 H 1.113 -1.307 -4.004  0.04
16 H 0.962 -2.758 -3.119  0.03
17 H 3.153 -2.807 -3.898  -0.02
18 H 2.782 -2.433 -5.415  0.06
19 H 1.780 -5.022 -4.015  0.03
20 H 2.907 -4.955 -5.259  0.01
21 H 1.914 -3.319 -7.481  0.03
22 H 2.235 -5.061 -7.766  0.00
23 H 0.751 -4.369 -8.196  -0.01
24 H -0.015 -6.307 -4.939  -0.04
25 H -0.297 -6.235 -6.667  0.00
26 H 1.316 -6.767 -6.072  0.01
27 H 0.667 -1.607 -6.666  0.02
28 H -0.142 -0.403 -5.689  0.02
29 H -1.107 -1.366 -6.757  0.02
30 H -1.951 -4.644 -5.710  -0.02
31 C -8.490 -1.724 1.217  0.23
32 C -7.510 -2.716 1.943  -1.08
33 C -6.161 -2.874 1.124  0.70
34 C -5.151 -1.792 1.484  -0.18
35 C -4.886 -1.609 2.985  0.26
36 C -6.257 -1.489 3.834  -0.06
37 N -7.296 -2.405 3.394  0.13
38 O -8.477 -2.280 4.132  0.01
39 C -5.841 -1.707 5.365  -0.04
40 C -6.805 -0.008 3.740  0.06
41 C -8.107 -4.135 1.852  0.21
42 H -8.091 -0.709 1.237  0.03
43 H -9.350 -1.773 1.885  0.00
44 H -8.729 -2.022 0.197  -0.01
45 H -5.584 -3.772 1.343  -0.02
46 H -6.406 -2.906 0.063  0.12
47 H -5.468 -0.857 1.023  0.10
48 H -4.185 -1.968 1.011  -0.19
49 H -4.399 -0.642 3.106  0.01
50 H -4.277 -2.421 3.381  -0.05
51 H -6.576 -1.193 5.985  0.00
52 H -5.665 -2.737 5.675  -0.02
53 H -4.873 -1.265 5.600  0.04
54 H -7.852 0.141 4.007  -0.01
55 H -6.277 0.769 4.292  -0.02
56 H -6.952 0.427 2.752  0.05
57 H -8.032 -4.574 0.857  0.01
58 H -9.036 -4.276 2.405  0.01
59 H -7.353 -4.706 2.393  -0.01
60 H -8.422 -3.105 4.620  0.00
61 C -8.050 4.548 1.517  0.12
62 C -6.572 4.829 1.832  -0.29
63 C -5.807 5.380 0.585  0.14
64 C -5.997 6.877 0.297  -0.06
65 C -5.608 7.720 1.480  0.12
66 C -6.371 7.376 2.753  -0.41
67 N -6.452 5.857 2.884  0.26
68 O -6.760 5.463 4.143  -0.02
69 C -5.640 8.019 3.893  0.14
70 C -7.791 7.999 2.763  0.06
71 C -5.835 3.563 2.285  -0.03
72 H -8.529 5.468 1.183  0.00
73 H -8.562 4.214 2.419  0.01
74 H -8.038 3.843 0.685  -0.03
75 H -4.720 5.303 0.576  -0.02
76 H -5.995 4.861 -0.355  0.03
77 H -7.064 6.935 0.084  0.00
78 H -5.464 7.229 -0.587  0.03
79 H -5.851 8.742 1.189  0.00
80 H -4.526 7.662 1.602  0.01
81 H -5.534 9.062 3.595  0.01
82 H -6.237 7.821 4.784  0.02
83 H -4.666 7.588 4.127  -0.05
84 H -7.844 9.018 2.381  -0.01
85 H -8.595 7.411 2.319  0.02
86 H -8.074 8.077 3.812  0.00
87 H -6.294 3.021 3.111  0.03
88 H -4.838 3.900 2.567  0.01
89 H -5.801 2.859 1.454  0.05
90 H -5.898 5.487 4.566  0.00
91 C 0.923 0.378 4.215  0.16
92 C 0.460 0.326 5.730  -0.53
93 C -0.988 0.809 5.900  0.11
94 C -2.113 -0.126 5.502  -0.23
95 C -1.847 -1.506 6.136  0.06
96 C -0.383 -2.140 5.919  -0.28
97 N 0.590 -1.030 6.300  0.14
98 O 1.902 -1.498 6.251  0.02
99 C -0.334 -3.398 6.878  0.06
100 C -0.286 -2.715 4.475  0.09
101 C 1.184 1.323 6.529  0.12
102 H 0.287 -0.212 3.557  0.06
103 H 1.947 0.003 4.229  -0.07
104 H 1.018 1.421 3.912  0.03
105 H -1.101 1.112 6.941  0.00
106 H -1.143 1.643 5.214  0.07
107 H -2.162 -0.333 4.433  0.05
108 H -3.097 0.254 5.776  0.09
109 H -2.643 -2.215 5.909  0.07
110 H -2.011 -1.347 7.201  -0.01
111 H -1.135 -4.099 6.641  0.01
112 H 0.609 -3.933 6.767  -0.01
113 H -0.626 -3.086 7.881  -0.01
114 H -0.793 -3.676 4.398  0.00
115 H -0.840 -2.164 3.715  0.02
116 H 0.733 -2.797 4.097  -0.02
117 H 0.952 2.365 6.307  0.02
118 H 2.236 1.158 6.298  0.01
119 H 1.077 1.188 7.606  -0.01
120 H 2.212 -1.274 7.132  -0.01
121 C -2.963 3.012 0.035  -0.38
122 C -2.015 1.907 0.444  -0.91
123 C -2.650 0.493 0.079  1.19
124 C -1.677 -0.702 0.251  -0.66
125 C -0.486 -0.457 -0.572  -0.26
126 C 0.292 0.919 -0.381  0.23
127 N -0.695 1.975 -0.293  0.16
128 O -0.039 3.273 -0.282  -0.14
129 C 1.251 0.947 0.796  -0.12
130 C 1.040 1.089 -1.758  -0.05
131 C -1.900 1.999 1.988  0.34
132 H -3.009 3.170 -1.043  0.29
133 H -2.648 3.981 0.421  0.05
134 H -3.943 2.782 0.452  0.07
135 H -3.428 0.388 0.836  0.03
136 H -3.270 0.503 -0.817  -0.10
137 H -2.077 -1.704 0.096  -0.37
138 H -1.297 -0.779 1.270  -0.01
139 H -0.782 -0.490 -1.620  0.22
140 H 0.149 -1.284 -0.254  -0.04
141 H 2.152 0.469 0.413  0.04
142 H 1.596 1.931 1.114  -0.03
143 H 0.982 0.418 1.710  0.04
144 H 1.758 0.289 -1.940  0.01
145 H 0.271 1.136 -2.530  0.04
146 H 1.539 2.050 -1.875  -0.01
147 H -1.154 1.373 2.477  0.03
148 H -2.830 1.720 2.484  0.02
149 H -1.722 3.063 2.145  -0.06
150 H -0.172 3.527 -1.198  0.05
151 C -1.726 3.864 -3.924  0.25
152 C -1.990 3.592 -5.463  -0.83
153 C -3.583 3.496 -5.650  0.18
154 C -3.914 3.699 -7.174  -0.03
155 C -3.450 4.990 -7.834  0.10
156 C -1.881 5.158 -7.641  -0.36
157 N -1.482 4.807 -6.231  0.27
158 O -0.131 4.943 -6.021  0.00
159 C -1.109 4.385 -8.747  0.11
160 C -1.700 6.654 -7.923  0.08
161 C -1.416 2.221 -5.886  -0.10
162 H -2.165 4.837 -3.705  0.02
163 H -0.673 3.965 -3.658  0.10
164 H -2.161 3.113 -3.265  0.14
165 H -3.854 2.533 -5.217  0.01
166 H -4.159 4.240 -5.098  0.00
167 H -4.970 3.717 -7.443  -0.03
168 H -3.510 2.870 -7.755  0.05
169 H -4.095 5.729 -7.358  -0.04
170 H -3.698 4.898 -8.891  0.01
171 H -1.692 4.542 -9.654  -0.01
172 H -0.093 4.718 -8.958  0.01
173 H -0.960 3.344 -8.458  0.02
174 H -2.337 7.255 -7.275  -0.01
175 H -0.702 7.065 -7.771  0.02
176 H -1.955 6.870 -8.960  0.00
177 H -1.695 1.404 -5.220  0.25
178 H -0.351 2.395 -5.731  -0.04
179 H -1.574 1.906 -6.917  0.06
180 H -0.017 5.808 -5.621  0.00
181 C 7.717 1.821 3.620  0.03
182 C 6.732 0.680 3.888  -0.16
183 C 5.364 1.052 3.189  0.06
184 C 4.494 -0.098 3.029  -0.10
185 C 5.307 -1.170 2.232  0.03
186 C 6.604 -1.612 3.028  -0.05
187 N 7.406 -0.438 3.213  0.03
188 O 8.475 -0.842 3.888  0.00
189 C 6.162 -2.382 4.330  0.02
190 C 7.290 -2.608 2.065  -0.02
191 C 6.370 0.622 5.368  0.04
192 H 8.136 1.963 2.623  0.00
193 H 8.571 1.592 4.258  0.01
194 H 7.486 2.796 4.047  0.00
195 H 4.761 1.790 3.717  0.01
196 H 5.631 1.404 2.193  0.02
197 H 3.572 0.222 2.543  0.00
198 H 4.155 -0.379 4.027  0.01
199 H 5.472 -0.905 1.188  0.01
200 H 4.739 -2.093 2.120  0.00
201 H 6.149 -3.466 4.215  0.02
202 H 6.886 -2.199 5.124  -0.01
203 H 5.174 -2.062 4.660  -0.01
204 H 8.296 -2.916 2.351  0.00
205 H 6.726 -3.521 1.873  0.01
206 H 7.389 -2.231 1.047  0.01
207 H 5.777 -0.259 5.616  0.01
208 H 5.919 1.480 5.865  0.01
209 H 7.263 0.448 5.968  -0.01
210 H 9.159 -0.378 3.398  0.00
211 C 7.248 -1.794 -4.155  0.03
212 C 7.073 -0.736 -3.039  -0.16
213 C 8.315 0.209 -3.241  0.03
214 C 8.289 1.338 -2.254  0.00
215 C 6.962 2.153 -2.556  0.05
216 C 5.588 1.368 -2.469  -0.31
217 N 5.844 0.158 -3.274  0.00
218 O 4.701 -0.616 -3.290  0.02
219 C 5.280 1.123 -1.014  0.07
220 C 4.605 2.344 -3.164  0.12
221 C 7.150 -1.486 -1.715  0.02
222 H 7.227 -1.320 -5.137  0.00
223 H 6.310 -2.344 -4.074  0.02
224 H 8.060 -2.513 -4.049  0.00
225 H 9.204 -0.422 -3.266  0.00
226 H 8.211 0.764 -4.173  0.00
227 H 9.105 2.054 -2.356  0.00
228 H 8.215 1.052 -1.205  0.01
229 H 7.091 2.823 -3.406  0.02
230 H 7.019 2.992 -1.864  0.00
231 H 4.645 1.950 -0.695  0.01
232 H 4.662 0.271 -0.731  0.02
233 H 6.161 0.964 -0.392  0.01
234 H 3.611 1.990 -2.891  -0.01
235 H 4.784 3.397 -2.946  0.00
236 H 4.670 2.234 -4.247  0.00
237 H 8.015 -1.266 -1.089  0.00
238 H 7.252 -2.563 -1.846  0.02
239 H 6.265 -1.383 -1.089  0.02
240 H 4.512 -0.563 -4.230  -0.01
241 C 3.210 -7.584 -0.836  0.07
242 C 3.483 -6.326 -0.010  -0.23
243 C 3.736 -5.115 -0.992  -0.01
244 C 3.877 -3.717 -0.353  0.02
245 C 2.496 -3.535 0.371  0.09
246 C 2.063 -4.587 1.329  -0.83
247 N 2.309 -5.968 0.814  0.27
248 O 1.779 -6.968 1.589  -0.01
249 C 2.879 -4.417 2.640  0.12
250 C 0.531 -4.442 1.412  0.85
251 C 4.841 -6.485 0.681  0.04
252 H 4.044 -7.892 -1.466  0.02
253 H 2.328 -7.477 -1.467  0.01
254 H 3.165 -8.381 -0.094  -0.01
255 H 4.694 -5.237 -1.498  0.00
256 H 2.963 -5.144 -1.760  0.05
257 H 3.878 -2.942 -1.119  -0.02
258 H 4.820 -3.739 0.192  0.02
259 H 1.798 -3.493 -0.466  0.03
260 H 2.358 -2.533 0.776  0.05
261 H 3.965 -4.371 2.553  0.02
262 H 2.521 -3.476 3.057  -0.02
263 H 2.604 -5.110 3.434  -0.01
264 H 0.170 -3.418 1.510  -0.14
265 H -0.054 -4.950 0.645  -0.19
266 H 0.186 -5.009 2.277  0.10
267 H 5.564 -6.940 0.003  0.00
268 H 4.698 -7.202 1.489  -0.01
269 H 5.317 -5.598 1.097  0.02
270 H 1.064 -7.292 1.036  -0.02

Properties
Total charge: -1
Spin multiplicity: 2
Electronic energy: -4358.15464 a.u.
⟨S²⟩: 0.750
Strongest force on any atom: 4.15 eV/Å
HOMO (alpha / beta): 0.0213 / -0.2263 Eh